Here is C6H15O2PV as an isolated structure from the Open Molecules 2025 dataset. Energies are from the ωB97M-V functional and the def2-TZVPD basis.

The LUMO energy is -0.6219 hartree. As for the HOMO energy: -19.954 eV. Its net charge is +3. Its energy is -45496.1021 eV.

Last column: Mulliken charge in e.
Geometry (Å):
C -0.862 0.718 -2.050  -1.129
C -0.384 -0.602 -1.527  0.789
C -1.463 -1.468 -0.969  -1.627
C 1.099 -0.442 -0.652  0.177
C 1.881 0.790 -1.003  -1.470
C 0.749 -0.647 0.800  -0.859
O -0.052 0.489 1.395  0.045
P 0.470 0.597 2.898  0.345
O -0.871 0.345 3.905  -0.473
H -1.946 0.716 -2.177  0.424
H -0.605 1.604 -1.454  0.281
H -0.389 0.906 -3.028  0.384
H 0.113 -1.233 -2.308  0.304
H -2.019 -0.962 -0.166  0.381
H -1.118 -2.452 -0.644  0.408
H -2.223 -1.644 -1.749  0.460
H 1.710 -1.318 -0.898  0.377
H 1.409 1.722 -0.688  0.354
H 2.068 0.859 -2.079  0.406
H 2.873 0.708 -0.536  0.449
H 1.747 -0.616 1.312  0.701
H 0.243 -1.579 1.041  0.430
H 0.409 2.029 3.169  0.169
H -1.077 -0.606 4.005  0.386
V -1.763 2.087 3.402  1.287

Here is C53H33Cl5F15GeMgN7O3S2 as an isolated structure from the Open Molecules 2025 dataset. Energies are from the ωB97M-V functional and the def2-TZVPD basis.

The LUMO energy is 0.1175 hartree. As for the HOMO energy: -1.903 eV. The calculation puts the energy above the lowest of the compared OMol25 structures with the same formula, charge and spin at 28.0 kcal per mole. Its net charge is -2. Its energy is -259081.5863 eV.

Last column: Mulliken charge in e.
Geometry (Å):
Mg 0.852 -0.620 -1.621  1.918
N 4.411 -2.548 -2.703  -0.462
C 3.636 -1.451 -2.473  0.308
S 2.840 -0.691 -3.744  -0.347
N 3.749 -0.947 -1.225  -1.512
N 2.761 -0.203 -0.827  1.383
C 2.880 0.585 0.218  0.027
C 4.125 0.680 1.015  -0.084
C 4.708 -0.494 1.504  -0.158
C 5.861 -0.447 2.268  -0.955
C 6.463 0.770 2.556  -0.455
C 5.913 1.938 2.050  -0.813
C 4.757 1.893 1.284  -0.154
C 1.675 1.331 0.541  -0.212
C 1.599 2.333 1.524  -0.584
C 0.412 3.012 1.710  -1.236
C -0.703 2.665 0.958  -0.728
C -0.569 1.618 0.062  -1.089
N 0.574 0.985 -0.148  1.167
H 4.183 -3.029 -3.556  0.311
H 4.526 -3.148 -1.899  0.246
H 4.246 -1.445 1.274  0.506
H 6.296 -1.366 2.645  0.457
H 7.354 0.812 3.172  0.394
H 6.390 2.890 2.251  0.383
H 4.351 2.809 0.872  0.569
H 2.468 2.569 2.120  0.617
H 0.348 3.811 2.439  0.411
H -1.652 3.170 1.075  0.514
H -1.407 1.252 -0.518  0.794
Cl 0.138 -6.905 -3.864  -0.271
C -0.188 -5.278 -3.362  0.291
C -1.417 -4.705 -3.610  0.276
Cl -2.676 -5.627 -4.365  -0.265
C -1.643 -3.370 -3.236  0.369
Cl -3.237 -2.698 -3.413  -0.241
C -0.659 -2.559 -2.671  -1.579
O -0.806 -1.297 -2.401  -0.199
C 0.588 -3.201 -2.305  0.059
O 1.440 -2.514 -1.621  -0.705
C 0.788 -4.529 -2.685  0.491
Cl 2.307 -5.275 -2.282  -0.284
C -2.025 0.315 5.996  -2.238
C -1.286 -0.217 4.759  2.464
C -2.089 0.257 3.537  -1.907
C 0.087 0.462 4.684  -1.600
C -1.211 -1.789 4.821  1.647
O -2.500 -2.337 4.563  -0.714
C -0.890 -2.338 6.235  -2.023
C 0.440 -2.023 6.949  -1.340
C 1.696 -2.536 6.290  0.160
C 2.709 -1.674 5.882  -0.071
C 3.848 -2.146 5.245  -0.818
C 3.985 -3.507 5.030  0.466
Cl 5.401 -4.111 4.234  -0.249
C 3.004 -4.392 5.449  -0.919
C 1.872 -3.902 6.078  0.117
C -0.217 -2.446 3.830  -1.594
N -0.443 -2.171 2.430  1.356
C 0.420 -1.692 1.518  -0.977
N -0.177 -1.576 0.356  0.236
C -1.439 -1.989 0.596  -0.990
N -1.642 -2.369 1.845  -1.166
H -2.183 1.389 5.877  0.529
H -1.453 0.167 6.914  0.313
H -2.998 -0.167 6.101  0.385
H -2.262 1.331 3.620  0.586
H -3.057 -0.235 3.481  0.324
H -1.555 0.099 2.603  0.085
H -0.059 1.521 4.472  0.485
H 0.707 0.061 3.881  0.147
H 0.634 0.390 5.623  0.306
H -2.608 -2.404 3.597  0.572
H -0.998 -3.423 6.157  0.705
H -1.697 -1.994 6.882  0.426
H 0.371 -2.489 7.937  0.538
H 0.532 -0.951 7.117  0.417
H 2.607 -0.609 6.043  0.369
H 4.614 -1.460 4.908  0.489
H 3.129 -5.453 5.278  0.430
H 1.101 -4.592 6.400  0.413
H -0.314 -3.525 3.975  0.293
H 0.803 -2.154 4.050  0.432
H 1.456 -1.465 1.721  0.817
H -2.208 -2.000 -0.160  0.625
F 1.065 2.836 -6.011  -0.253
C -0.008 3.465 -6.480  -0.146
C -1.258 3.238 -5.925  0.054
C -2.317 3.920 -6.494  0.274
F -3.558 3.750 -6.002  -0.390
C -2.169 4.795 -7.553  0.120
F -3.222 5.439 -8.081  -0.329
C -0.907 5.007 -8.075  0.697
F -0.738 5.860 -9.093  -0.331
C 0.179 4.342 -7.539  -0.023
F 1.397 4.561 -8.053  -0.326
Ge -1.540 2.106 -4.244  1.212
S 0.182 1.853 -3.089  -0.496
C -2.613 3.373 -3.067  -0.235
C -3.287 2.808 -1.996  0.537
F -3.439 1.474 -1.954  -0.507
C -3.805 3.550 -0.953  -0.167
F -4.453 2.969 0.069  -0.427
C -3.632 4.923 -0.952  0.819
F -4.113 5.661 0.056  -0.357
C -2.943 5.523 -1.988  0.074
F -2.771 6.854 -1.978  -0.341
C -2.438 4.743 -3.014  0.549
F -1.757 5.374 -3.985  -0.335
C -2.957 0.974 -5.140  0.076
C -4.331 1.018 -4.992  0.298
F -4.926 1.852 -4.130  -0.335
C -5.171 0.253 -5.785  0.172
F -6.503 0.327 -5.634  -0.354
C -4.642 -0.560 -6.769  0.635
F -5.456 -1.278 -7.548  -0.348
C -3.275 -0.604 -6.963  0.103
F -2.773 -1.348 -7.950  -0.333
C -2.465 0.155 -6.141  0.106
F -1.143 0.153 -6.359  -0.379

Here is one molecule with the formula C16H31NO2 from the Open Molecules 2025 dataset. Energies are from the ωB97M-V functional and the def2-TZVPD basis.

The LUMO energy is 0.0291 hartree. As for the HOMO energy: -8.670 eV. The calculation puts the energy above the lowest of the compared OMol25 structures with the same formula, charge and spin at 405.3 kcal per mole. Its SMILES is CCCC[C@@H](CC)[C@H]1OC[C@@H](CN2CCCCC2)O1. Its energy is -22663.8912 eV.

Last column: Mulliken charge in e.
Geometry (Å):
C -5.132 -0.772 -1.526  -1.370
C -4.515 -1.121 -0.220  -0.420
C -3.091 -1.593 -0.247  -0.574
C -2.117 -0.760 -0.758  -0.332
C -2.019 0.447 0.163  -0.043
C -1.532 0.117 1.694  0.325
C -2.547 0.322 2.476  -1.377
C -0.991 1.428 -0.764  -1.940
O -0.872 2.628 0.160  -0.404
C 0.484 2.984 -0.340  -0.960
C 1.247 1.916 -0.526  1.185
C 2.219 1.577 0.418  -1.637
N 2.989 0.514 0.536  0.078
C 4.013 0.565 -0.690  -0.210
C 5.030 -0.567 -0.380  -0.874
C 4.440 -1.821 -0.692  -1.126
C 3.498 -1.949 0.666  -0.984
C 2.416 -1.035 0.440  -0.429
O 0.374 0.774 -0.583  -0.316
H -4.484 -0.101 -2.009  0.314
H -6.200 -0.379 -1.668  0.327
H -5.236 -1.570 -2.218  0.374
H -5.177 -1.919 0.220  0.441
H -4.626 -0.328 0.451  0.245
H -3.287 -2.714 -0.829  0.332
H -3.099 -1.945 0.719  0.221
H -1.194 -1.436 -0.926  -0.212
H -2.516 -0.471 -1.723  0.485
H -2.875 1.190 0.217  0.426
H -0.792 1.089 1.671  0.005
H -0.934 -0.915 1.427  0.143
H -3.039 1.312 2.519  0.308
H -2.053 0.066 3.569  0.245
H -3.360 -0.239 2.441  0.490
H -1.502 1.717 -1.424  1.821
H 0.300 3.675 -1.237  0.314
H 0.960 3.887 0.331  0.283
H 1.707 2.062 -1.499  0.300
H 2.917 2.475 0.872  0.411
H 1.671 1.518 1.449  0.390
H 4.522 1.644 -0.753  0.286
H 3.528 0.272 -1.875  0.151
H 5.617 -0.532 0.345  0.614
H 5.763 -0.652 -1.385  0.228
H 5.167 -2.782 -0.389  0.284
H 3.976 -2.191 -1.373  0.753
H 3.956 -1.836 1.697  0.302
H 2.902 -2.817 0.684  0.439
H 1.733 -0.646 1.239  0.214
H 1.759 -1.083 -0.370  0.476

Here is a 2-piece molecular cluster, C6H12O5S overall from the Open Molecules 2025 dataset. Energies are from the ωB97M-V functional and the def2-TZVPD basis.

The LUMO energy is -0.0288 hartree. As for the HOMO energy: -9.137 eV. The calculation puts the energy above the lowest of the compared OMol25 structures with the same formula, charge and spin at 117.1 kcal per mole. Its energy is -27483.6027 eV.

Last column: Mulliken charge in e.
Geometry (Å):
C 0.075 1.570 -0.158  0.072
C 1.140 -0.494 0.243  -0.205
C 2.482 -1.107 -0.066  -0.586
C -0.306 -1.308 -0.108  -0.189
C -1.479 -0.408 -0.532  0.226
C -1.264 0.887 0.125  -0.270
H 1.452 2.366 0.909  0.350
H -0.323 2.220 -1.004  0.315
H 1.005 -0.185 1.287  0.429
H 2.364 -1.535 -1.118  0.321
H 2.606 -1.996 0.751  0.349
H 2.967 1.425 -0.262  0.123
H -0.030 -1.874 -1.016  0.254
H -1.459 -2.231 0.782  0.406
H -1.483 -0.304 -1.560  0.596
H -3.376 -0.962 -1.187  0.452
H -1.071 0.659 1.238  0.254
H -3.215 1.585 0.519  0.392
O 0.409 2.264 1.030  -0.556
O 1.036 0.666 -0.585  -0.471
O -0.505 -2.184 1.014  -0.565
O -2.584 -1.062 -0.089  -0.802
O -2.278 1.801 -0.128  -0.641
S 3.838 0.208 -0.086  -0.256

Here is C27H44LuN3P3S as an isolated structure from the Open Molecules 2025 dataset. Energies are from the ωB97M-V functional and the def2-TZVPD basis.

The LUMO energy is -0.3769 hartree. As for the HOMO energy: -15.255 eV. The calculation puts the energy above the lowest of the compared OMol25 structures with the same formula, charge and spin at 9.7 kcal per mole. Its net charge is +3. Its energy is -105480.1199 eV.

Last column: Mulliken charge in e.
Geometry (Å):
Lu 0.114 -0.240 -0.478  1.226
P -1.576 1.960 -0.057  0.780
P -2.138 -1.500 0.778  0.967
P 1.906 1.649 -1.388  0.838
H -1.188 -3.322 -1.780  0.484
C -0.484 -2.494 -1.862  -0.867
C 0.801 -2.599 -1.373  -1.001
H 1.049 -3.261 -0.540  0.465
C -2.651 2.166 -1.536  -1.193
C -2.873 2.146 1.228  -1.228
C -0.912 3.667 0.058  -1.213
C -1.933 -3.311 1.044  -1.281
C -2.769 -1.126 2.463  -1.368
C -3.724 -1.442 -0.141  -1.263
C 3.414 0.808 -1.993  -1.112
C 2.638 2.969 -0.361  -1.349
C 1.388 2.618 -2.872  -1.208
H -0.840 -1.683 -2.520  0.487
H 1.702 -2.236 -1.892  0.678
H -3.293 3.045 -1.376  0.414
H -3.279 1.276 -1.671  0.359
H -2.028 2.321 -2.427  0.381
H -3.274 3.165 1.142  0.608
H -2.442 2.031 2.229  0.175
H -3.693 1.434 1.088  0.341
H -1.747 4.331 0.320  0.550
H -0.477 3.997 -0.893  0.293
H -0.160 3.721 0.854  0.305
H -2.917 -3.784 1.188  0.441
H -1.323 -3.463 1.944  0.377
H -1.419 -3.777 0.197  0.315
H -3.722 -1.654 2.619  0.513
H -2.932 -0.053 2.600  0.234
H -2.049 -1.463 3.219  0.404
H -4.443 -2.129 0.323  0.494
H -3.556 -1.750 -1.178  0.378
H -4.139 -0.427 -0.144  0.319
H 3.898 1.432 -2.753  0.430
H 3.187 -0.169 -2.438  0.312
H 4.094 0.671 -1.143  0.428
H 3.256 3.626 -0.985  0.438
H 3.272 2.520 0.412  0.410
H 1.862 3.572 0.120  0.320
H 2.282 2.806 -3.486  0.451
H 0.956 3.571 -2.542  0.399
H 0.639 2.082 -3.479  0.197
C 1.495 -1.182 -5.827  0.601
C 0.971 -0.560 -6.991  -0.410
C 1.246 -1.070 -8.256  -0.633
C 2.010 -2.236 -8.389  -0.440
C 2.516 -2.865 -7.249  -0.621
C 2.247 -2.362 -5.967  -0.290
S 1.251 -0.356 -4.306  0.019
H 1.109 -1.284 -3.287  -0.328
H 0.358 0.335 -6.871  0.358
H 0.865 -0.560 -9.139  0.387
H 2.227 -2.640 -9.379  0.398
H 3.135 -3.760 -7.356  0.373
H 2.622 -2.854 -5.071  0.332
N -0.714 1.227 10.361  -0.380
C -0.479 1.004 9.236  -0.137
C -0.166 0.693 7.869  0.422
C -0.841 1.323 6.810  -1.079
C -0.526 0.998 5.481  -0.298
C 0.469 0.039 5.229  1.987
C 1.155 -0.579 6.281  -0.680
C 0.815 -0.265 7.600  -1.029
N 0.764 -0.347 3.901  0.353
C 1.634 -1.381 3.514  -0.206
C 1.681 -1.383 2.166  -1.258
N 0.797 -0.405 1.687  0.118
C 0.264 0.196 2.779  -0.270
H -1.609 2.074 7.025  0.447
H -1.051 1.501 4.663  0.335
H 1.956 -1.292 6.077  0.312
H 1.327 -0.768 8.419  0.470
H 2.126 -2.016 4.226  0.465
H 2.282 -1.971 1.488  0.541
H -0.415 1.045 2.758  0.013

Number 4 is which compound? C6H12O5S